Entry 1:
Below is a 3-piece molecular cluster, C25H46F7N3O6PS overall at a distorted geometry, with properties calculated with ωB97M-V/def2-TZVPD.

```
89
Properties=species:S:1:pos:R:3:forces:R:3
C 0.9690 5.5058 3.8615 -0.492 -0.227 -0.990
C 1.2797 4.5179 2.5521 4.709 -0.554 1.063
O 2.5190 4.0396 2.4162 -7.585 2.647 0.364
N 0.1222 4.2972 1.6039 3.042 2.844 -1.481
P -0.1372 2.5797 1.2048 3.478 -3.077 -3.900
S -1.7421 2.4208 2.6802 2.184 -2.455 7.841
O -1.5487 3.4954 3.7789 -1.693 -1.903 -3.257
O -1.5625 1.0311 3.4073 -1.408 3.759 -3.031
C -3.4514 2.3782 1.9074 -3.567 -2.562 0.014
F -3.4512 1.6801 0.5674 -0.074 2.943 4.001
F -4.2814 1.4794 2.7943 1.996 2.887 -2.633
C -4.2320 3.8193 1.8720 -2.464 0.671 1.133
F -5.6702 3.6095 1.4594 4.554 0.596 1.071
F -4.3223 4.4678 3.2303 0.439 -2.347 -4.558
C -3.5854 4.9382 0.8635 -0.227 3.238 -1.560
F -4.6910 5.9244 0.5667 3.694 -3.155 0.877
F -3.1462 4.4200 -0.4533 -1.357 1.854 5.026
F -2.5192 5.7680 1.5400 -3.694 -3.315 -2.697
C 0.3697 5.1591 0.3863 0.379 -0.451 -4.332
C 0.4970 6.8014 0.6766 -0.442 -1.001 0.230
O 0.4512 4.7496 -0.8818 -0.809 2.093 7.476
H 0.9732 4.8808 4.8699 0.035 1.307 -2.326
H 1.7985 6.3358 3.8586 -1.526 -1.734 0.139
H -0.0968 6.0084 3.6900 2.352 -1.254 0.530
H 0.7521 2.1178 2.2788 -0.989 0.686 0.378
H -0.3789 1.1632 0.9118 -0.554 0.202 0.375
H -1.0650 2.8837 0.1366 -0.066 0.696 0.644
H 1.0023 2.5017 0.3239 -0.259 0.239 0.056
H 0.1955 7.3732 -0.3028 0.832 -1.273 1.922
H -0.2672 7.0730 1.5265 1.619 -0.506 -1.618
H 1.5932 7.0468 1.0272 -2.197 -0.450 -0.786
C -2.7039 -5.3669 -0.3674 -0.421 -0.083 -0.154
C -1.7368 -4.2300 0.0786 0.461 -1.595 -0.742
C -1.1759 -4.5121 1.5033 -0.068 0.302 0.097
C -2.1819 -4.2595 2.6174 -0.007 0.017 -0.009
C -2.7463 -2.8470 2.5170 0.381 -0.020 -0.155
C -3.3564 -2.5444 1.1234 -1.942 0.546 0.653
N -2.4324 -2.9010 -0.0136 3.846 2.727 1.437
O -1.4365 -1.9078 -0.0686 -2.804 -2.552 -0.343
C -4.7006 -3.3107 0.9998 0.006 -0.473 -0.121
C -3.7978 -1.0447 1.0825 0.886 -0.224 -0.250
C -0.5331 -4.3731 -0.9160 -0.088 0.872 0.285
H -2.6607 -6.2283 0.3076 0.027 0.145 -0.030
H -3.7450 -5.0620 -0.4459 0.082 0.092 0.202
H -2.4663 -5.7341 -1.3747 0.189 0.139 0.253
H -0.2964 -3.8810 1.6889 -0.169 0.081 -0.229
H -0.8188 -5.5478 1.5725 -0.085 0.113 -0.325
H -2.9835 -5.0044 2.5798 -0.024 0.006 -0.033
H -1.6903 -4.3865 3.5889 -0.061 -0.010 -0.107
H -3.5031 -2.7096 3.3002 -0.043 0.130 -0.339
H -1.9449 -2.1301 2.7419 -0.147 0.012 -0.224
H -5.1082 -3.2351 -0.0163 0.144 -0.015 0.141
H -5.4578 -2.8995 1.6773 0.343 0.163 -0.064
H -4.6232 -4.3690 1.2658 0.037 0.091 -0.135
H -2.9739 -0.3532 1.2919 -0.104 -0.536 -0.143
H -4.5657 -0.8387 1.8388 0.202 -0.377 -0.114
H -4.2242 -0.7865 0.1057 0.143 -0.119 0.094
H -0.8398 -4.1473 -1.9446 -0.030 0.036 0.201
H -0.1441 -5.3992 -0.9052 -0.365 0.082 0.177
H 0.3106 -3.7214 -0.6614 -0.401 -0.026 -0.008
C 2.6777 -2.5274 -1.7111 0.334 -0.285 0.173
C 2.5856 -1.0192 -2.0899 -1.527 -1.096 0.608
C 2.1395 -0.8504 -3.5720 0.281 0.213 -0.046
C 3.2370 -1.1617 -4.5799 -0.037 0.018 0.000
C 4.4845 -0.3377 -4.2825 -0.262 0.107 0.116
C 4.9859 -0.5164 -2.8256 1.724 -0.592 -0.358
N 3.8938 -0.3384 -1.8012 -1.286 4.533 -1.419
O 3.6368 1.0420 -1.7016 0.924 -3.661 0.135
C 5.6341 -1.9211 -2.6990 -0.234 -0.367 0.043
C 6.1897 0.4527 -2.5856 -0.646 0.371 0.214
C 1.4033 -0.4985 -1.2014 0.577 0.636 -0.231
H 2.2361 -3.1697 -2.4806 0.032 0.116 0.045
H 3.6901 -2.8807 -1.5285 0.032 0.103 -0.180
H 2.1551 -2.7454 -0.7701 0.013 0.305 -0.290
H 1.8014 0.1804 -3.7440 0.129 -0.060 0.265
H 1.2705 -1.4874 -3.7818 0.122 0.053 0.353
H 3.4648 -2.2326 -4.5727 0.050 0.011 0.030
H 2.8807 -0.9305 -5.5905 0.042 -0.055 0.086
H 5.2737 -0.6179 -4.9922 0.094 0.028 0.317
H 4.2634 0.7204 -4.4784 0.015 -0.096 0.244
H 5.8873 -2.1485 -1.6557 -0.133 0.085 -0.167
H 6.5658 -1.9836 -3.2730 -0.164 0.302 0.039
H 5.0042 -2.7266 -3.0877 0.009 0.138 0.162
H 5.9339 1.5021 -2.7706 -0.163 -0.258 0.192
H 7.0235 0.2208 -3.2602 -0.334 -0.253 0.036
H 6.5662 0.3659 -1.5594 -0.175 0.013 -0.136
H 1.6576 -0.5459 -0.1356 0.019 0.039 -0.219
H 0.5066 -1.1126 -1.3545 0.393 -0.115 -0.078
H 1.1143 0.5323 -1.4370 0.274 -0.155 0.084
```
Positions in Å, forces in eV/Å.

As for the multiplicity: 3. The HOMO energy (spin up / spin down) comes out at -5.45 / -5.45 eV. The calculation puts the max |F| at 8.5 eV/Å. As for the net charge: -1. The total energy is -3034.0144 Ha.

Mulliken population analysis, charges in e, atoms 1 to 6:
1. C -0.808
2. C 0.410
3. O -0.560
4. N 0.386
5. P 0.039
6. S 0.916

***

Entry 2:
Below is a 2-piece molecular cluster, C23H28FN2O6S overall at a distorted geometry, with properties calculated with ωB97M-V/def2-TZVPD.

```
61
Properties=species:S:1:pos:R:3:forces:R:3
C -4.3826 0.2371 -3.6793 -0.175 0.193 -0.038
C -3.4074 -0.8634 -3.3844 0.956 0.085 0.078
O -2.1151 -0.2526 -3.0825 -1.940 -0.330 -0.317
C -1.0578 -1.0703 -3.2287 3.518 0.003 0.609
C 0.1454 -0.4984 -2.5880 0.567 -2.873 -0.900
F 0.1071 0.8331 -2.5914 0.214 2.861 0.454
C 1.4639 -1.1117 -2.8977 -3.760 0.419 0.732
O 1.6102 -2.3173 -2.9649 1.201 -0.431 -0.113
O 2.4425 -0.2008 -3.0467 2.024 0.092 -0.621
C 3.7152 -0.7644 -3.4921 -0.770 0.011 0.411
C 4.6571 0.3687 -3.7924 0.133 0.148 -0.091
O -1.0079 -2.1078 -3.8612 -1.598 -0.434 -0.081
H -5.3459 -0.1897 -3.9609 -0.094 -0.052 0.051
H -4.5301 0.8596 -2.7939 0.020 0.162 -0.148
H -4.0397 0.8443 -4.5206 0.030 0.077 0.174
H -3.7080 -1.4312 -2.4957 0.068 -0.068 -0.272
H -3.3020 -1.5307 -4.2457 0.088 -0.009 0.253
H 4.1156 -1.4088 -2.6973 -0.136 0.011 -0.240
H 3.5538 -1.3667 -4.3964 -0.080 0.000 0.345
H 5.6179 -0.0236 -4.1280 0.047 -0.135 -0.016
H 4.2643 0.9824 -4.6052 -0.028 0.149 0.183
H 4.8540 0.9748 -2.9077 -0.158 0.135 -0.045
C -6.8448 1.3375 3.3273 -0.230 0.208 0.146
C -5.6685 0.5938 2.7837 0.191 -0.209 -0.157
C -5.4397 0.5985 1.4056 0.347 -0.178 0.010
C -4.3651 -0.1062 0.8697 0.042 -0.037 0.290
C -3.5203 -0.8267 1.7193 -0.342 0.129 0.161
S -2.2782 -1.8518 0.9607 1.784 0.283 -0.998
N -0.8594 -0.9188 1.1484 -0.429 -0.724 0.331
C 0.2594 -1.3022 0.6198 -1.478 -0.699 0.109
C 1.4851 -0.6478 1.0392 0.819 0.860 0.162
C 2.7521 -1.1445 0.6835 -0.628 -0.250 -0.005
C 3.9028 -0.4822 1.0698 0.197 0.895 0.680
C 3.8061 0.7172 1.8251 -0.863 -0.680 -0.543
N 4.9558 1.4558 2.1435 0.678 0.628 0.429
C 5.5848 2.3495 1.1938 -0.267 -0.311 0.038
C 5.7245 1.2515 3.3526 -0.299 -0.098 -0.295
C 2.5267 1.1887 2.2188 1.054 -0.141 -0.080
C 1.3925 0.5028 1.8391 -0.030 -0.177 -0.019
O -2.1480 -3.0609 1.7430 -0.177 0.558 -0.088
O -2.5679 -1.9279 -0.4504 -0.330 -0.195 0.678
C -3.7421 -0.8446 3.1023 0.003 0.091 -0.401
C -4.8130 -0.1220 3.6296 0.098 -0.024 -0.224
H -6.8770 1.2737 4.4143 -0.068 0.039 0.009
H -6.7999 2.3915 3.0439 0.001 -0.005 0.057
H -7.7845 0.9442 2.9291 0.073 -0.029 0.050
H -6.1056 1.1521 0.7381 0.186 -0.159 0.244
H -4.1801 -0.1218 -0.1982 0.023 -0.020 0.074
H 0.3641 -2.1646 -0.0475 -0.187 0.131 0.012
H 2.8172 -2.0865 0.1392 -0.064 0.281 -0.119
H 4.9037 -0.8651 0.8225 -0.545 0.197 0.033
H 4.9662 2.4405 0.2939 0.152 0.004 0.207
H 5.7179 3.3463 1.6427 -0.003 -0.066 -0.152
H 6.5808 1.9752 0.9073 -0.049 0.102 -0.100
H 5.2214 0.5327 4.0080 0.102 0.172 -0.115
H 6.7307 0.8715 3.1119 -0.040 -0.044 0.137
H 5.8536 2.2045 3.8884 0.003 -0.145 0.067
H 2.4765 2.1049 2.8224 -0.007 -0.428 -0.298
H 0.4095 0.8304 2.1688 0.167 -0.020 -0.221
H -3.0888 -1.4310 3.7424 -0.097 0.079 -0.108
H -4.9991 -0.1209 4.7091 0.085 -0.029 -0.411
```
Positions in Å, forces in eV/Å.

As for the multiplicity: 1. The HOMO energy comes out at -2.74 eV. The calculation puts the max |F| at 3.9 eV/Å. As for the net charge: -1. The total energy is -1952.2161 Ha.

natural (NBO) population analysis, charges in e, atoms 1 to 6:
1. C -0.618
2. C -0.084
3. O -0.532
4. C 0.705
5. C -0.087
6. F -0.370

***

Entry 3:
Below is a 13-piece molecular cluster, C5H35NO14 overall at a distorted geometry, with properties calculated with ωB97M-V/def2-TZVPD.

```
55
Properties=species:S:1:pos:R:3:forces:R:3
O 1.2183 0.2746 -2.0072 0.399 -0.930 2.767
C 0.6466 0.2120 -0.8905 -1.877 2.966 -4.892
O -0.4407 1.0710 -0.8383 0.458 -0.611 2.040
C 0.9736 -0.5909 0.3044 1.904 -0.959 3.717
C -0.1324 -0.7921 1.4520 -3.161 4.193 -6.421
C -0.0584 0.1381 2.5709 1.411 -0.240 3.303
C -1.1391 1.1065 2.9786 -0.022 0.090 4.104
N 1.5392 -1.8899 -0.0200 -0.506 0.096 -2.778
H -0.5189 1.8317 -1.5134 0.983 -1.471 0.622
H 1.8854 0.0353 0.7945 -1.984 -1.098 -0.998
H -1.1742 -0.4877 0.7333 2.447 -1.392 2.436
H -0.1762 -1.7712 1.7926 -0.040 -1.802 -0.024
H 0.4176 -0.5808 3.2815 -1.621 0.561 1.220
H 0.7585 0.7757 2.7276 2.036 1.144 -1.722
H -0.9928 1.6860 4.0811 0.523 -1.082 -3.288
H -2.0369 0.6643 3.2797 -1.730 -1.226 -0.095
H -1.3748 1.7457 2.1785 -0.032 1.250 -0.867
H 0.9187 -2.5089 -0.5640 0.438 0.835 0.192
H 1.9260 -2.4451 0.6906 0.428 -0.041 1.468
H 0.1051 1.9710 -3.2304 0.336 1.939 0.678
H 1.1429 2.6222 -2.3655 -0.077 0.522 -0.253
O 0.2720 2.8448 -2.7279 -0.479 -2.266 -1.201
H -4.1020 0.2939 -1.5783 2.133 -0.399 1.274
H -2.9604 -0.7510 -1.7322 -0.228 1.695 1.720
O -3.1994 0.0627 -1.1479 -1.962 -1.473 -3.045
H -4.3759 -3.9748 0.0969 -2.733 -0.973 -0.403
H -3.0650 -4.8214 0.6438 -1.570 0.762 -0.627
O -3.4908 -3.9984 0.3144 4.316 0.193 1.061
H -0.9192 -3.2400 3.7019 -1.280 -1.630 -2.217
H -1.6842 -2.5758 5.0009 -1.544 -0.399 -0.229
O -0.9355 -2.7600 4.4739 2.813 1.998 2.428
H -1.3653 -0.5596 -5.3730 0.781 -0.135 1.910
H -2.1248 -0.0682 -4.1376 2.494 -0.998 -0.203
O -1.2031 -0.4736 -4.3770 -3.190 2.028 -1.983
H -4.0225 3.5831 1.4798 0.844 0.355 -0.180
H -4.8325 2.3450 1.1875 0.123 -0.921 -0.495
O -4.8548 3.1687 1.6450 -0.929 0.535 0.675
H -0.8153 -3.0997 -2.8298 3.380 -2.460 1.098
H -1.1596 -1.7845 -3.3681 -0.757 -1.293 0.172
O -1.5594 -2.6375 -3.0261 -2.666 3.190 -0.947
H 1.8309 2.9488 2.4861 -0.840 -1.316 0.218
H 2.3312 4.1166 1.7266 -0.134 0.310 0.130
O 2.2093 3.7943 2.6299 0.557 1.468 -0.238
H 1.7547 2.2565 -0.7895 -1.842 -2.673 -0.515
H 3.1304 2.7966 -0.9906 0.037 -0.053 0.008
O 2.2866 2.9558 -0.5537 2.131 2.657 0.920
H 3.8484 1.1402 2.4420 3.103 0.122 2.871
H 3.1082 2.2375 1.4830 0.895 2.071 -0.112
O 3.2482 1.3945 1.8319 -3.563 -2.679 -3.005
H 1.9148 -1.3115 -2.8460 1.545 3.497 0.469
H 2.3246 -2.7389 -3.2947 0.442 0.323 -0.044
O 1.6462 -2.1680 -2.9436 -2.119 -4.236 -0.688
H 3.7781 -0.5754 -1.2146 -0.978 -0.071 0.867
H 5.1996 -0.8277 -1.6504 -0.876 0.174 -0.498
O 4.2990 -0.6408 -1.9986 1.784 -0.146 -0.400
```
Positions in Å, forces in eV/Å.

As for the multiplicity: 1. The HOMO energy comes out at -8.86 eV. As for the relative energy (zero: lowest compared OMol25 entry of this formula, charge and spin): 176.4 kcal/mol. The calculation puts the max |F| at 8.3 eV/Å. As for the net charge: 0. The total energy is -1319.4263 Ha.

natural (NBO) population analysis, charges in e, atoms 1 to 6:
1. O -0.685
2. C 0.799
3. O -0.734
4. C -0.186
5. C -0.377
6. C -0.482

***

Entry 4:
Below is a 2-piece molecular cluster, C4H11N4 overall at a distorted geometry, with properties calculated with ωB97M-V/def2-TZVPD.

```
19
Properties=species:S:1:pos:R:3:forces:R:3
C -1.9209 -1.4101 -0.5422 -0.928 -2.682 -1.496
C 3.1089 0.8339 -0.4788 -0.255 2.808 -4.054
C -1.5539 1.4171 0.6893 0.562 2.805 0.996
C -1.0616 -0.9555 0.6041 -0.089 -1.696 0.821
N 2.5777 -0.4556 -0.3670 0.890 -3.110 -0.354
N 0.5303 0.6162 -0.2208 -0.583 0.117 0.085
N 2.7047 -1.5459 -0.2284 -0.728 0.917 -0.145
N -0.5273 0.3800 0.3006 -0.745 0.644 0.074
H -1.3617 -1.3714 -1.4615 0.664 0.371 -0.431
H -2.0638 -2.5919 -0.5268 -0.323 2.583 0.511
H -2.8596 -0.8576 -0.8238 0.729 -0.642 1.049
H 3.8448 0.8439 0.2709 0.794 0.754 1.165
H 2.1912 1.4873 -0.4909 1.400 -0.076 0.730
H 3.6409 1.0625 -1.5622 -1.350 -1.284 2.607
H -2.4571 1.5080 0.0303 0.884 -0.813 0.592
H -1.7930 1.1749 1.7677 -0.143 0.423 -1.371
H -1.0867 2.5003 0.6721 -0.559 -2.406 -0.056
H -1.6244 -0.9020 1.5370 -0.084 0.221 -0.126
H -0.2885 -1.7341 0.8302 -0.136 1.063 -0.597
```
Positions in Å, forces in eV/Å.

As for the multiplicity: 1. The HOMO energy (spin up / spin down) comes out at -12.61 / -12.61 eV. As for the relative energy (zero: lowest compared OMol25 entry of this formula, charge and spin): 141.5 kcal/mol. The calculation puts the max |F| at 4.9 eV/Å. As for the net charge: +1. The total energy is -377.6012 Ha.

natural (NBO) population analysis, charges in e, atoms 1 to 6:
1. C -0.646
2. C -0.526
3. C -0.493
4. C -0.282
5. N 0.158
6. N -0.279

***

| no. | molecular weight (Da) |
| --- | --- |
| 1 | 680.68 |
| 2 | 479.55 |
| 3 | 333.33 |
| 4 | 115.16 |